Run one
The following is a quantum chemistry calculation of a single C10H10N2OS molecule, from the Open Molecules 2025 dataset.

Computed properties:
* lowest unoccupied orbital energy (spin up / spin down): -0.378 / -0.377 eV
* multiplicity: 1
* HOMO-LUMO gap (spin up / spin down): 7.5 / 7.5 eV
* charge: 0
* E_HOMO (spin up / spin down): -0.2878 / -0.2878 hartree

Each line ends with the Mulliken charge.
Geometry (Å):
C (-3.00, -1.86, -0.23)  -0.3537
C (-1.69, -2.24, -0.53)  -0.8149
C (-3.43, -0.57, 0.21)  -0.3345
C (-0.74, -1.16, -0.59)  -0.1570
C (-2.48, 0.40, 0.17)  0.1859
C (-1.12, 0.05, -0.16)  0.4444
C (-1.89, 2.57, 0.72)  -0.0278
C (3.44, -1.18, 0.02)  -0.5864
C (3.54, 0.13, 0.15)  -0.2269
C (2.70, 1.27, 0.41)  -0.2008
N (-2.72, 1.71, 0.53)  -0.4292
N (1.35, 0.83, 0.69)  -0.4235
O (0.38, 2.00, -1.50)  -0.5982
S (0.14, 1.40, -0.15)  0.5263
H (-3.69, -2.65, 0.03)  0.3540
H (-1.58, -3.25, -1.02)  0.3172
H (-4.54, -0.38, 0.21)  0.3337
H (0.23, -1.38, -1.00)  0.4014
H (-1.89, 3.61, 1.01)  0.3715
H (4.37, -1.82, -0.16)  0.2260
H (2.45, -1.74, 0.05)  0.1793
H (4.59, 0.38, 0.27)  0.2512
H (2.99, 1.79, 1.34)  0.2705
H (2.57, 2.09, -0.45)  0.2914

Run two
The following is a quantum chemistry calculation of a single C10H10N2OS molecule, from the Open Molecules 2025 dataset.

Computed properties:
* lowest unoccupied orbital energy: 0.609 eV
* multiplicity: 1
* HOMO-LUMO gap: 8.9 eV
* charge: 0
* E_HOMO: -0.3064 hartree

Each line ends with the Mulliken charge.
Geometry (Å):
C (-2.57, -2.27, -0.26)  -0.4024
C (-1.58, -2.56, -1.18)  -0.5050
C (-2.59, -1.04, 0.38)  -0.7078
C (-0.62, -1.61, -1.48)  -0.3684
C (-1.63, -0.09, 0.09)  -0.2543
C (2.72, 0.95, 2.00)  -0.7814
C (1.60, 1.70, 2.40)  -0.3295
C (2.39, 0.56, 0.72)  0.6417
C (-0.66, -0.38, -0.85)  0.5663
C (-0.41, 2.02, -1.92)  -0.7311
N (0.68, 1.76, 1.46)  -0.9450
N (1.17, 1.05, 0.44)  0.6711
O (3.01, -0.18, -0.24)  -0.4890
S (0.56, 0.85, -1.33)  0.0355
H (-3.33, -3.01, -0.04)  0.3804
H (-1.55, -3.52, -1.66)  0.3667
H (-3.36, -0.82, 1.11)  0.3685
H (0.16, -1.82, -2.20)  0.3784
H (-1.61, 0.86, 0.61)  0.3995
H (3.61, 0.74, 2.55)  0.3501
H (1.44, 2.20, 3.34)  0.4415
H (3.89, -0.40, 0.06)  0.3245
H (0.08, 2.82, -2.45)  0.3136
H (-1.40, 2.18, -1.55)  0.2760

Of them, the most stable is run two and the least stable is run one.

Run one
The following is a quantum chemistry calculation of a single C14H14N4OS molecule, from the Open Molecules 2025 dataset.

Computed properties:
* lowest unoccupied orbital energy: -0.088 eV
* multiplicity: 1
* HOMO-LUMO gap: 7.3 eV
* charge: 0
* E_HOMO: -0.2700 hartree
* SMILES: Nc1ccc(-c2nc(NCCO)c3ccccc3n2)s1

Each line ends with the Mulliken charge.
Geometry (Å):
N (-4.34, -0.98, -4.22)  -0.5085
C (-3.23, -1.11, -3.38)  0.5834
C (-1.98, -1.10, -3.91)  -0.4958
C (-1.00, -1.04, -2.98)  -0.6451
C (-1.39, -1.12, -1.62)  0.0761
C (-0.61, -0.85, -0.40)  0.1117
N (0.69, -0.50, -0.61)  -0.5506
C (1.26, -0.23, 0.55)  0.3031
N (2.49, 0.31, 0.38)  -0.2703
C (2.73, 1.74, 0.72)  -0.5986
C (2.01, 2.65, -0.24)  -0.4818
O (1.96, 2.20, -1.59)  -0.5745
C (0.78, -0.53, 1.81)  1.1500
C (1.65, -0.37, 2.95)  -0.4616
C (1.04, -0.34, 4.23)  -0.6029
C (-0.37, -0.65, 4.40)  -0.5976
C (-1.11, -1.04, 3.21)  -0.4497
C (-0.52, -0.93, 1.88)  -0.1913
N (-1.24, -1.15, 0.77)  -0.6101
S (-3.18, -1.16, -1.61)  -0.1267
H (-5.22, -0.82, -3.76)  0.2170
H (-4.21, -0.52, -5.13)  0.2121
H (-1.92, -0.92, -4.98)  0.2613
H (0.01, -0.97, -3.28)  0.4674
H (2.96, -0.01, -0.45)  0.4221
H (2.48, 1.97, 1.82)  0.2889
H (3.84, 1.89, 0.72)  0.4072
H (0.97, 2.75, 0.10)  0.2768
H (2.53, 3.56, -0.29)  0.3966
H (1.63, 1.28, -1.78)  0.3385
H (2.79, -0.07, 2.85)  0.3933
H (1.51, -0.02, 5.15)  0.3605
H (-0.84, -0.61, 5.34)  0.4717
H (-2.16, -1.32, 3.34)  0.4275

Run two
The following is a quantum chemistry calculation of a single C14H14N4OS molecule, from the Open Molecules 2025 dataset.

Computed properties:
* lowest unoccupied orbital energy: 0.440 eV
* multiplicity: 1
* HOMO-LUMO gap: 9.1 eV
* charge: 0
* E_HOMO: -0.3175 hartree
* SMILES: Cc1ccsc1[C@H]1C2=C(CCCC2=O)Nc2ncnn21

Each line ends with the Mulliken charge.
Geometry (Å):
C (-2.09, 1.33, -0.44)  -0.9669
C (-2.10, 0.63, 0.88)  0.5410
C (-2.97, 1.05, 1.92)  -1.0395
C (-2.86, 0.31, 3.05)  -0.4839
S (-1.68, -0.93, 2.89)  -0.1280
C (-1.33, -0.43, 1.26)  0.2105
C (-0.28, -1.23, 0.53)  0.3457
C (0.33, -0.54, -0.67)  -0.2455
C (1.44, 0.23, -0.54)  0.7218
C (2.04, 1.00, -1.67)  -0.8915
C (1.03, 1.20, -2.79)  -0.6555
C (0.41, -0.14, -3.16)  -0.7844
C (-0.25, -0.82, -1.98)  0.2886
O (-1.16, -1.61, -2.13)  -0.6387
N (2.10, 0.29, 0.67)  -0.1243
C (1.89, -0.72, 1.56)  0.3484
N (2.66, -1.14, 2.54)  -0.7772
C (1.98, -2.22, 3.00)  -0.1951
N (0.87, -2.47, 2.36)  -1.2351
N (0.81, -1.51, 1.44)  0.8014
H (-2.92, 2.03, -0.49)  0.4502
H (-2.21, 0.61, -1.26)  0.2514
H (-1.16, 1.87, -0.59)  0.1351
H (-3.66, 1.87, 1.82)  0.4062
H (-3.39, 0.41, 3.98)  0.4345
H (-0.72, -2.19, 0.21)  0.4001
H (2.41, 1.96, -1.30)  0.4428
H (2.91, 0.45, -2.05)  0.3097
H (1.51, 1.65, -3.66)  0.3600
H (0.24, 1.88, -2.45)  0.2354
H (-0.34, -0.03, -3.95)  0.3609
H (1.18, -0.82, -3.54)  0.3260
H (2.96, 0.81, 0.75)  0.3324
H (2.34, -2.82, 3.81)  0.4635

Of them, the most stable is run two and the least stable is run one.

Run one
The following is a quantum chemistry calculation of 3 unconnected molecules or ions with the total composition C6H14O3, from the Open Molecules 2025 dataset.

Computed properties:
* lowest unoccupied orbital energy: 0.831 eV
* multiplicity: 1
* HOMO-LUMO gap: 10.6 eV
* charge: 0
* E_HOMO: -0.3587 hartree
* SMILES: CCC=O.C=CC.OO

Each line ends with the Mulliken charge.
Geometry (Å):
C (1.88, -1.18, 1.83)  -1.0066
C (2.57, -1.04, 0.47)  -0.3932
C (1.64, -0.45, -0.54)  0.0939
O (1.86, 0.54, -1.20)  -0.5072
H (0.96, -1.75, 1.73)  0.2149
H (2.53, -1.70, 2.53)  0.3503
H (1.64, -0.20, 2.23)  0.2926
H (2.86, -2.03, 0.11)  0.2865
H (3.47, -0.42, 0.55)  0.2892
H (0.68, -1.00, -0.65)  0.3846
C (-1.21, 2.07, 0.05)  -1.1387
C (-2.00, 1.64, -0.94)  0.3252
C (-1.49, 1.01, -2.19)  -0.9229
H (-1.61, 2.66, 0.86)  0.3171
H (-0.14, 2.18, -0.11)  0.3113
H (-3.07, 1.67, -0.82)  0.3181
H (-0.40, 1.01, -2.22)  0.2012
H (-1.86, -0.01, -2.28)  0.2348
H (-1.87, 1.57, -3.06)  0.3845
O (-1.83, -0.60, 0.57)  -0.3492
O (-1.31, -1.83, 1.07)  -0.3471
H (-1.17, 0.17, 0.75)  0.3704
H (-2.11, -2.32, 1.27)  0.2904

Run two
The following is a quantum chemistry calculation of a molecular structure, C6H14O3, from the Open Molecules 2025 dataset.

Computed properties:
* lowest unoccupied orbital energy: 0.766 eV
* multiplicity: 1
* HOMO-LUMO gap: 7.9 eV
* charge: 0
* E_HOMO: -0.2626 hartree

Each line ends with the Mulliken charge.
Geometry (Å):
C (0.46, 0.62, -0.27)  0.3656
C (-0.65, -1.01, -1.11)  0.2348
C (-0.48, 0.52, 0.80)  0.0744
C (0.21, -2.23, -1.27)  -1.3611
C (-0.24, -0.42, 1.96)  -1.3011
C (0.03, 2.23, 1.50)  -1.2854
O (1.76, 0.34, -0.01)  -0.4851
O (0.33, 1.53, -1.26)  -0.6492
O (-0.89, -0.35, -2.39)  -0.6343
H (2.32, 1.02, -0.41)  0.3908
H (-0.31, 1.14, -1.92)  0.4519
H (-0.38, -0.73, -3.13)  0.3043
H (-1.65, -1.30, -0.77)  0.2684
H (-1.51, 0.71, 0.51)  0.4144
H (0.17, -2.86, -0.37)  0.3304
H (-0.09, -2.87, -2.12)  0.4250
H (1.26, -1.97, -1.47)  0.3082
H (-0.73, -1.38, 1.78)  0.3223
H (-0.64, 0.01, 2.89)  0.4000
H (0.82, -0.61, 2.11)  0.2952
H (-0.77, 2.41, 2.21)  0.4307
H (1.00, 2.17, 1.98)  0.3078
H (-0.02, 3.03, 0.76)  0.3921

Of them, the most stable is run two and the least stable is run one.

Run one
The following is a quantum chemistry calculation of a single C2H7NO molecule, from the Open Molecules 2025 dataset.

Computed properties:
* lowest unoccupied orbital energy: 0.955 eV
* multiplicity: 1
* HOMO-LUMO gap: 10.9 eV
* charge: 0
* E_HOMO: -0.3641 hartree
* SMILES: NCCO

Each line ends with the Mulliken charge.
Geometry (Å):
N (1.16, -1.04, -0.62)  -0.6020
C (-0.25, -0.63, -0.60)  -0.6838
C (-0.51, 0.81, -0.12)  -0.1698
O (-0.55, 0.90, 1.29)  -0.5107
H (1.69, -0.20, -0.86)  0.2355
H (1.56, -1.14, 0.31)  0.2588
H (-0.63, -0.77, -1.61)  0.3100
H (-0.82, -1.36, -0.02)  0.3773
H (0.40, 1.29, -0.53)  0.1837
H (-1.36, 1.35, -0.53)  0.3050
H (-0.08, 0.16, 1.68)  0.2961

Run two
The following is a quantum chemistry calculation of 2 unconnected molecules or ions with the total composition C2H7NO, from the Open Molecules 2025 dataset.

Computed properties:
* lowest unoccupied orbital energy: 0.965 eV
* multiplicity: 1
* HOMO-LUMO gap: 9.7 eV
* charge: 0
* E_HOMO: -0.3205 hartree
* SMILES: C=CN.O

Each line ends with the Mulliken charge.
Geometry (Å):
C (0.92, -0.93, 1.10)  -0.8123
C (-0.14, -0.96, 0.27)  0.1513
N (-1.16, 0.02, 0.27)  -0.5440
H (1.01, -0.03, 1.71)  0.2190
H (1.74, -1.61, 1.11)  0.2855
H (-0.04, -1.63, -0.64)  0.2538
H (-1.48, 0.39, 1.15)  0.1979
H (-1.94, -0.27, -0.35)  0.2632
O (0.28, 1.82, -1.86)  -0.6824
H (1.17, 1.83, -1.50)  0.3095
H (-0.36, 1.38, -1.28)  0.3585

Run three
The following is a quantum chemistry calculation of 2 unconnected molecules or ions with the total composition C2H7NO, from the Open Molecules 2025 dataset.

Computed properties:
* lowest unoccupied orbital energy: 0.784 eV
* multiplicity: 1
* HOMO-LUMO gap: 10.5 eV
* charge: 0
* E_HOMO: -0.3566 hartree
* SMILES: C=O.CN

Each line ends with the Mulliken charge.
Geometry (Å):
C (-0.81, -0.45, -1.80)  0.1366
O (-1.18, -1.49, -2.23)  -0.3934
H (-1.02, -0.17, -0.75)  0.0454
H (-0.27, 0.35, -2.34)  0.2237
C (0.47, 0.21, 1.73)  -0.5898
N (1.21, 1.49, 1.80)  -0.5861
H (1.04, -0.54, 1.18)  0.2616
H (-0.49, 0.37, 1.27)  0.1441
H (0.26, -0.14, 2.74)  0.3217
H (2.05, 1.35, 2.35)  0.2221
H (1.58, 1.69, 0.89)  0.2139

Run four
The following is a quantum chemistry calculation of 2 unconnected molecules or ions with the total composition C2H7NO, from the Open Molecules 2025 dataset.

Computed properties:
* lowest unoccupied orbital energy: 0.912 eV
* multiplicity: 1
* HOMO-LUMO gap: 9.3 eV
* charge: 0
* E_HOMO: -0.3097 hartree
* SMILES: C=CN.O

Each line ends with the Mulliken charge.
Geometry (Å):
C (-0.51, 1.58, 0.68)  -0.8135
C (0.52, 0.88, 0.17)  0.1250
N (0.66, -0.38, 0.73)  -0.5183
H (-1.18, 1.18, 1.45)  0.2145
H (-0.78, 2.50, 0.10)  0.2180
H (1.16, 1.12, -0.62)  0.3880
H (0.06, -0.67, 1.48)  0.1373
H (1.50, -0.91, 0.60)  0.2518
O (-0.69, -2.11, -1.63)  -0.6638
H (-0.61, -1.32, -2.12)  0.2979
H (-0.13, -1.86, -0.84)  0.3633

Of them, the most stable is run one and the least stable is run three.

Run one
The following is a quantum chemistry calculation of 3 unconnected molecules or ions with the total composition C3H6Cl6, from the Open Molecules 2025 dataset.

Computed properties:
* lowest unoccupied orbital energy: 0.569 eV
* multiplicity: 1
* HOMO-LUMO gap: 11.6 eV
* charge: 0
* E_HOMO: -0.4049 hartree
* SMILES: ClCCl.ClCCl.ClCCl

Each line ends with the Mulliken charge.
Geometry (Å):
Cl (-25.99, 10.62, 8.64)  -0.1515
C (-25.92, 11.84, 7.35)  -0.2312
Cl (-25.04, 11.27, 5.96)  -0.1307
H (-26.96, 11.98, 7.08)  0.2525
H (-25.39, 12.68, 7.80)  0.2609
Cl (-26.86, 4.57, 11.66)  -0.1440
C (-26.08, 6.14, 11.69)  -0.2026
Cl (-25.91, 6.63, 13.37)  -0.1406
H (-25.11, 6.10, 11.20)  0.2668
H (-26.78, 6.77, 11.14)  0.2207
Cl (-30.55, 1.29, 7.35)  -0.1484
C (-30.21, 0.78, 9.04)  -0.1437
Cl (-31.73, 0.71, 9.98)  -0.1470
H (-29.79, -0.22, 9.05)  0.2540
H (-29.58, 1.55, 9.49)  0.1847

Run two
The following is a quantum chemistry calculation of a molecular structure, C3H6Cl6, from the Open Molecules 2025 dataset.

Computed properties:
* lowest unoccupied orbital energy: 0.283 eV
* multiplicity: 1
* HOMO-LUMO gap: 9.5 eV
* charge: 0
* E_HOMO: -0.3397 hartree

Each line ends with the Mulliken charge.
Geometry (Å):
C (2.36, 1.89, -0.13)  -0.0445
Cl (1.74, 2.46, -1.66)  -0.1640
Cl (3.80, 2.83, 0.40)  -0.2035
H (1.56, 1.97, 0.60)  0.2252
H (2.59, 0.82, -0.17)  0.2233
C (-2.84, -0.91, -0.56)  -0.3192
Cl (-1.31, -0.02, -0.19)  -0.1400
Cl (-4.25, 0.14, -0.37)  -0.1513
H (-2.82, -1.18, -1.62)  0.3042
H (-3.04, -1.76, 0.09)  0.3100
C (0.33, -1.24, 0.62)  -0.2755
Cl (0.76, -2.38, 1.96)  -0.2398
Cl (1.36, 0.22, 0.55)  -0.1170
H (0.50, -1.79, -0.30)  0.3408
H (-0.73, -1.04, 0.78)  0.2513

Run three
The following is a quantum chemistry calculation of 3 unconnected molecules or ions with the total composition C3H6Cl6, from the Open Molecules 2025 dataset.

Computed properties:
* lowest unoccupied orbital energy: 0.628 eV
* multiplicity: 1
* HOMO-LUMO gap: 11.4 eV
* charge: 0
* E_HOMO: -0.3958 hartree
* SMILES: ClCCl.ClCCl.ClCCl

Each line ends with the Mulliken charge.
Geometry (Å):
Cl (3.16, -1.57, -0.42)  -0.1400
C (2.70, -2.98, -1.40)  -0.2505
Cl (1.11, -3.61, -0.96)  -0.1432
H (2.67, -2.68, -2.44)  0.2642
H (3.44, -3.75, -1.22)  0.2789
Cl (-4.06, 1.71, -1.19)  -0.1670
C (-3.46, 1.78, 0.48)  0.1560
Cl (-3.93, 0.36, 1.42)  -0.1479
H (-2.38, 1.82, 0.43)  -0.1189
H (-3.90, 2.66, 0.94)  0.2722
Cl (-0.23, 1.34, 2.10)  -0.1526
C (1.08, 1.23, 0.92)  -0.0804
Cl (0.47, 1.34, -0.75)  -0.1500
H (1.76, 2.06, 1.07)  0.2905
H (1.57, 0.27, 1.02)  0.0887

Of them, the most stable is run three and the least stable is run two.